1.
The following is a quantum chemistry calculation of a molecular structure, C17H17Br12N3O6 in a non-equilibrium geometry, from the Open Molecules 2025 dataset.

## Properties
frontier orbital gap	9.404	eV
largest force on an atom	2.76	eV/A
HOMO	-10.13	eV

```
55
Properties=species:S:1:pos:R:3:forces:R:3
C -5.0120 0.9381 1.1994 0.8222 1.0190 -0.4159
N -4.8512 0.8720 2.6631 -0.5810 -0.0838 0.2373
O -4.3076 -0.1101 3.1174 -0.0273 0.0549 0.1103
O -5.2485 1.8331 3.2974 0.2245 -0.2333 0.0845
H -3.9884 1.1486 0.8812 -0.1708 -0.3306 -0.3597
H -5.5906 1.8193 0.9593 -0.3350 -0.0782 0.0672
H -5.3882 0.0344 0.7503 -0.0135 -0.3352 0.2461
C 0.0712 -5.2375 -0.1057 -0.5192 0.7954 -0.1706
C 1.4566 -5.2519 -0.0480 -0.0033 -0.2657 0.2799
C 2.2020 -5.6434 -1.1458 0.1359 0.1956 0.3646
C 1.5442 -5.8244 -2.3414 -0.0885 -0.3828 -0.2749
C 0.1806 -5.7129 -2.4523 -1.2594 0.1082 0.1486
C -0.5819 -5.4138 -1.3153 0.6896 -0.5469 -0.5430
N 2.2989 -6.3267 -3.4874 0.6245 -0.6907 -1.4979
O 3.2822 -7.0291 -3.2020 -1.3924 1.1872 -0.9752
O 1.8876 -6.0634 -4.6430 0.9921 -0.5938 2.5015
H -0.5251 -4.9664 0.7584 0.2077 -0.1725 0.1148
H 1.9542 -4.9866 0.8737 0.0283 -0.2157 0.0408
H 3.2604 -5.8415 -1.0631 0.0634 0.2465 -0.1030
H -0.3603 -5.9446 -3.3635 0.4209 0.1371 -0.1377
H -1.6588 -5.4041 -1.4175 -0.0001 0.0934 0.1985
C -2.7653 5.1172 1.8538 -1.2156 0.1437 -0.6795
C -1.7078 4.3215 1.4845 0.2871 -0.5835 -0.8848
C -0.8597 4.7554 0.4725 0.8861 -0.4390 1.0410
C -0.9704 6.0432 0.0241 -0.2684 -0.4780 -0.6327
C -2.0304 6.8269 0.3284 -1.7004 1.1197 0.5010
C -2.9592 6.3614 1.2422 0.3229 -0.3745 0.9806
N -0.1133 6.4865 -1.0493 -0.2892 0.6291 -0.3699
O 0.6821 5.6888 -1.4541 1.2245 -0.6680 -0.6600
O -0.2802 7.6025 -1.5043 0.1369 0.0678 0.0693
H -3.6219 4.6804 2.3657 0.4761 0.2091 0.6244
H -1.6016 3.2966 1.8209 -0.0833 0.2976 0.2572
H -0.0685 4.1343 0.0758 -0.0316 -0.0571 0.1287
H -2.2233 7.7319 -0.2319 0.2918 0.1348 0.2522
H -3.8035 6.9397 1.5938 -0.0679 0.1548 -0.5016
C 0.1503 -0.4063 0.9114 -0.3576 0.1809 -0.1170
Br -0.5482 -2.0566 0.2228 0.2706 -0.0728 0.3544
Br 1.0607 -0.5478 2.5980 -0.3927 0.0080 0.0607
Br -1.2868 0.9016 0.8864 0.4116 -0.1099 0.1904
H 0.8868 -0.0113 0.2354 0.1640 -0.1364 -0.3183
C -0.1246 -1.7750 -3.7591 -0.2632 0.4215 -0.0627
Br 0.5822 -0.3414 -2.6570 0.2570 -0.1429 -0.3543
Br 0.6603 -1.7963 -5.5110 0.0412 -0.0114 0.1648
Br -2.0387 -1.5761 -3.8557 -0.0979 -0.1217 -0.0274
H 0.0606 -2.7291 -3.2939 0.2138 -0.0470 0.2007
C 4.1294 -2.6259 2.1099 0.2481 -0.3671 -0.4145
Br 4.4606 -4.5373 2.1851 0.1414 0.1718 0.0828
Br 3.5454 -2.1409 0.3354 -0.0105 0.0468 0.0735
Br 5.6639 -1.5943 2.6311 -0.1416 -0.1658 0.0718
H 3.3239 -2.4591 2.8013 -0.1543 0.2890 0.0919
C 4.3745 3.3674 1.3624 -0.8004 0.1444 0.4674
Br 4.0048 5.0524 2.2396 -0.0590 0.0287 -0.3144
Br 2.9948 2.8597 0.1014 0.0554 0.1468 0.0525
Br 4.5336 2.0260 2.7395 0.3039 -0.0448 -0.3529
H 5.2645 3.5151 0.7797 0.3828 -0.2825 0.1085
```
Positions in Å, forces in eV/Å.

***

2.
The following is a quantum chemistry calculation of 2 unconnected molecules or ions with the total composition C3H9BO2S in a non-equilibrium geometry, from the Open Molecules 2025 dataset.

## Properties
SMILES string	OB(O)S.C=CC
frontier orbital gap	9.687	eV
largest force on an atom	3.35	eV/A
HOMO	-9.52	eV

```
16
Properties=species:S:1:pos:R:3:forces:R:3
O -4.1961 1.6337 -2.0172 -1.7516 0.5035 -1.5799
B -3.4506 1.2790 -0.9630 0.5937 -0.7580 0.3608
O -3.8460 1.1452 0.3553 -0.2643 1.5265 0.2268
S -1.6882 0.8045 -1.3976 -0.5255 -0.1324 1.4195
H -5.1696 1.6380 -2.2230 1.7041 -0.0266 1.1775
H -4.1764 2.0056 0.7287 0.2387 -1.4230 -0.5172
H -1.7203 1.3869 -2.5574 -0.0763 0.3559 -1.1621
C 3.4909 0.0378 0.3733 2.3920 -1.3556 -0.5281
C 2.2862 0.4210 0.5646 -3.1728 0.1937 1.0491
C 1.0804 -0.4670 0.8749 0.8019 1.0844 -1.1798
H 3.7082 -1.0178 0.3635 0.3198 -0.2766 0.0345
H 4.3023 0.7176 0.1942 0.2097 0.1866 -0.0908
H 2.0889 1.4603 0.5529 -0.3189 1.1064 0.0149
H 0.2483 -0.0725 0.2612 0.3783 -0.8220 -0.0033
H 0.7281 -0.2917 1.8818 0.2169 -0.3564 0.4995
H 1.3970 -1.4969 0.6518 -0.7457 0.1936 0.2785
```
Positions in Å, forces in eV/Å.

***

Question: largest force on an atom of number 2 (C3H9BO2S)?
Answer: 3.35 eV/A